[1]
{
  "formula": "C2H5Cl2PS2",
  "method": "ωB97M-V/def2-TZVPD",
  "e_above_lowest_ev": 0.7448,
  "smiles": "SP(Cl)Cl.CC=S",
  "orbital_gap_ev": 8.3731,
  "charge": 0,
  "homo_energy_ev": -8.78,
  "molar_mass_g_mol": 195.08,
  "total_energy_ev": -58159.5492,
  "e_lumo_ha": -0.0149,
  "species": ["S", "P", "Cl", "Cl", "H", "C", "C", "S", "H", "H", "H", "H"],
  "coordinates": [[-3.604, 1.558, -0.802], [-2.074, 0.257, -0.207], [-2.784, -0.577, 1.450], [-2.527, -1.317, -1.528], [-2.596, 2.078, -1.517], [2.419, -0.559, 0.760], [1.368, -0.171, -0.173], [1.225, 1.294, -0.816], [2.041, -1.278, 1.496], [3.390, -0.895, 0.337], [2.708, 0.346, 1.173], [0.433, -0.736, -0.175]],
  "atomic_forces_ev_per_a": [[0.237, 0.146, 0.233], [0.100, -0.320, -1.222], [-0.618, -0.361, 1.206], [0.319, 0.010, 0.089], [-0.252, 0.466, -0.254], [0.892, -1.794, -0.346], [-1.502, 0.795, 0.002], [0.378, 0.216, -0.596], [0.329, 0.171, -0.117], [-0.822, -0.326, -0.194], [0.577, 1.630, 1.502], [0.364, -0.634, -0.304]],
  "lowdin_charge": [0.31, -0.24, 0.14, 0.05, -0.20, -0.18, -0.74, 0.65, 0.09, 0.10, 0.03, -0.02]
}



[2]
{
  "formula": "C3H12NS",
  "method": "ωB97M-V/def2-TZVPD",
  "e_above_lowest_ev": 0.2772,
  "orbital_gap_ev": 8.9471,
  "charge": 1,
  "homo_energy_ev": -12.43,
  "molar_mass_g_mol": 94.20,
  "total_energy_ev": -15624.3085,
  "e_lumo_ha": -0.1280,
  "species": ["C", "N", "H", "H", "H", "H", "H", "H", "C", "S", "C", "H", "H", "H", "H", "H", "H"],
  "coordinates": [[-0.385, 2.590, -2.189], [-0.902, 1.858, -0.998], [-1.194, 3.075, -2.715], [0.127, 1.886, -2.827], [0.324, 3.343, -1.867], [-1.742, 1.329, -1.238], [-0.226, 1.158, -0.647], [-1.132, 2.431, -0.180], [1.149, -1.188, 2.123], [0.247, -0.631, 0.630], [-0.261, -2.208, -0.094], [2.014, -0.538, 2.212], [0.525, -1.059, 3.000], [1.424, -2.230, 1.998], [-1.138, -2.052, -0.712], [-0.541, -2.929, 0.667], [0.539, -2.614, -0.704]],
  "atomic_forces_ev_per_a": [[0.324, 0.383, 0.121], [-0.170, -0.347, 0.165], [-0.238, 0.001, -0.051], [-0.040, -0.179, -0.140], [0.066, 0.027, 0.122], [-0.019, 0.018, 0.073], [0.103, -0.056, 0.057], [-0.004, 0.195, -0.317], [-0.213, 0.575, -0.313], [-0.087, -0.456, 0.325], [0.044, -0.029, -0.145], [0.198, -0.219, 0.067], [-0.124, -0.097, 0.031], [0.169, 0.061, -0.042], [-0.086, 0.117, -0.140], [0.022, 0.079, 0.213], [0.056, -0.075, -0.026]],
  "lowdin_charge": [-0.01, 0.11, 0.10, 0.10, 0.10, 0.16, 0.01, 0.17, -0.35, 0.75, -0.39, 0.03, 0.04, 0.05, 0.03, 0.05, 0.04]
}



[3]
{
  "formula": "C67H48F6N9O12S2Tl",
  "method": "ωB97M-V/def2-TZVPD",
  "orbital_gap_ev": 4.6023,
  "charge": -2,
  "homo_energy_ev": -1.15,
  "molar_mass_g_mol": 1553.68,
  "total_energy_ev": -150907.5838,
  "e_lumo_ha": 0.1268,
  "species": ["Tl", "C", "O", "C", "C", "C", "C", "C", "C", "C", "C", "C", "C", "C", "N", "C", "C", "C", "C", "C", "C", "C", "C", "C", "C", "O", "C", "C", "C", "C", "N", "C", "C", "C", "C", "C", "C", "O", "C", "C", "C", "C", "C", "C", "C", "N", "C", "C", "N", "C", "C", "C", "C", "O", "C", "C", "C", "H", "H", "H", "H", "H", "H", "H", "H", "H", "H", "H", "H", "H", "H", "H", "H", "H", "H", "H", "H", "H", "H", "H", "H", "H", "H", "H", "H", "H", "H", "H", "H", "H", "H", "H", "H", "O", "C", "O", "C", "C", "C", "C", "C", "N", "C", "O", "O", "H", "H", "H", "H", "H", "F", "C", "F", "F", "S", "O", "O", "N", "S", "O", "O", "C", "F", "F", "F", "N", "C", "C", "C", "C", "C", "C", "C", "N", "C", "C", "N", "C", "H", "H", "H", "H", "H", "H", "H"],
  "coordinates": [[-0.416, 0.409, -0.054], [-2.696, -8.170, 2.635], [-3.732, -7.230, 2.779], [-3.520, -5.984, 2.230], [-4.410, -4.983, 2.596], [-4.248, -3.693, 2.119], [-3.176, -3.352, 1.288], [-2.330, -4.390, 0.884], [-2.495, -5.689, 1.342], [-2.848, -1.979, 0.839], [-2.689, -0.927, 1.773], [-3.220, -0.891, 3.116], [-3.051, 0.376, 3.577], [-2.365, 1.112, 2.555], [-2.126, 0.273, 1.480], [-2.071, 2.459, 2.622], [-1.259, 3.149, 1.698], [-1.064, 4.544, 1.603], [-0.132, 4.751, 0.598], [0.229, 3.476, 0.137], [1.182, 3.039, -0.931], [2.298, 4.013, -1.214], [2.895, 4.693, -0.153], [4.029, 5.457, -0.344], [4.599, 5.552, -1.608], [5.757, 6.286, -1.716], [6.634, 5.922, -2.757], [4.010, 4.892, -2.675], [2.876, 4.119, -2.471], [0.286, 2.676, -2.091], [-0.446, 1.563, -1.967], [-1.129, 1.361, -3.134], [-1.918, 0.209, -3.399], [-2.306, -0.026, -4.814], [-1.365, -0.486, -5.736], [-1.727, -0.752, -7.042], [-3.040, -0.556, -7.461], [-3.309, -0.862, -8.774], [-4.650, -0.803, -9.185], [-3.982, -0.081, -6.562], [-3.609, 0.171, -5.246], [-2.316, -0.733, -2.470], [-3.110, -1.905, -2.748], [-3.293, -2.557, -1.574], [-2.655, -1.769, -0.542], [-2.060, -0.694, -1.110], [-0.869, 2.452, -3.992], [0.005, 3.298, -3.318], [-0.474, 2.527, 0.760], [-2.639, 3.258, 3.742], [-1.827, 3.700, 4.787], [-2.353, 4.453, 5.820], [-3.695, 4.817, 5.813], [-4.128, 5.587, 6.869], [-5.296, 6.343, 6.661], [-4.511, 4.402, 4.771], [-3.980, 3.616, 3.753], [-2.941, -8.998, 3.298], [-1.728, -7.750, 2.925], [-2.620, -8.546, 1.609], [-5.225, -5.235, 3.263], [-4.979, -2.941, 2.386], [-1.514, -4.160, 0.215], [-1.812, -6.458, 1.003], [-3.682, -1.711, 3.639], [-3.339, 0.778, 4.536], [-1.570, 5.292, 2.193], [0.255, 5.689, 0.236], [2.486, 4.578, 0.843], [4.510, 5.959, 0.486], [7.616, 6.309, -2.485], [6.336, 6.360, -3.716], [6.689, 4.836, -2.866], [4.440, 4.949, -3.666], [2.469, 3.558, -3.300], [-0.347, -0.657, -5.407], [-1.007, -1.123, -7.761], [-4.672, -1.194, -10.201], [-5.032, 0.224, -9.190], [-5.299, -1.416, -8.550], [-5.005, 0.100, -6.866], [-4.346, 0.531, -4.538], [-3.475, -2.187, -3.724], [-3.850, -3.463, -1.390], [-1.294, 2.607, -4.972], [0.377, 4.251, -3.658], [-0.776, 3.451, 4.763], [-1.732, 4.780, 6.645], [-5.413, 6.978, 7.538], [-6.186, 5.714, 6.561], [-5.207, 6.969, 5.767], [-5.555, 4.681, 4.736], [-4.622, 3.295, 2.943], [-0.309, -3.202, -3.711], [0.210, -2.696, -2.572], [0.013, -3.236, -1.509], [1.185, -1.602, -2.810], [2.054, -1.886, -3.854], [3.244, -1.126, -3.953], [3.472, -0.145, -3.057], [2.472, 0.183, -2.057], [1.309, -0.592, -1.938], [2.724, 1.207, -1.203], [4.005, 1.740, -1.113], [1.803, 1.795, -0.366], [-0.945, -3.882, -3.454], [1.851, -2.710, -4.520], [3.968, -1.362, -4.725], [4.368, 0.458, -3.070], [4.245, 1.676, -0.177], [5.239, -1.892, 3.105], [4.343, -1.099, 3.717], [4.769, -0.904, 4.973], [3.190, -1.772, 3.774], [4.152, 0.523, 2.812], [3.688, 0.138, 1.513], [5.470, 1.081, 2.894], [3.172, 1.318, 3.739], [1.596, 1.415, 3.591], [0.953, 0.539, 2.660], [1.169, 2.774, 3.702], [1.126, 0.724, 5.277], [-0.118, 1.083, 5.619], [1.180, -0.613, 5.309], [1.952, 1.183, 6.230], [7.232, -7.301, -0.027], [6.371, -6.563, 0.173], [5.290, -5.675, 0.420], [4.211, -6.091, 1.206], [3.150, -5.244, 1.435], [3.137, -3.956, 0.896], [4.218, -3.535, 0.119], [5.274, -4.384, -0.120], [2.056, -3.106, 1.134], [1.034, -3.279, 2.055], [0.202, -2.224, 1.899], [0.670, -1.425, 0.882], [1.784, -1.957, 0.468], [4.220, -7.085, 1.631], [2.321, -5.588, 2.034], [4.239, -2.531, -0.282], [6.110, -4.055, -0.723], [0.985, -4.094, 2.750], [-0.682, -1.982, 2.455], [2.414, -1.533, -0.289]],
  "atomic_forces_ev_per_a": [[0.106, 0.038, -0.070], [0.049, -0.085, -0.016], [-0.066, 0.099, 0.032], [0.027, 0.043, -0.056], [-0.067, -0.055, 0.063], [-0.028, -0.061, -0.041], [0.126, -0.009, -0.110], [-0.163, 0.101, 0.169], [0.019, -0.209, -0.025], [0.197, 0.080, -0.125], [-0.144, 0.171, -0.297], [0.027, 0.045, 0.283], [0.034, -0.178, -0.035], [-0.093, 0.491, 0.263], [-0.186, -0.486, 0.214], [0.046, -0.413, -0.094], [-0.146, 0.203, -0.134], [-0.104, -0.151, -0.022], [0.120, 0.037, -0.056], [0.070, 0.017, 0.230], [-0.157, -0.017, 0.138], [-0.109, 0.088, -0.092], [0.008, -0.028, -0.052], [0.049, 0.086, 0.050], [-0.049, -0.127, 0.005], [-0.041, 0.003, 0.108], [0.020, 0.041, -0.073], [0.128, 0.063, -0.084], [-0.062, 0.043, 0.045], [0.123, -0.158, -0.179], [0.166, 0.191, -0.223], [0.016, 0.206, 0.001], [-0.136, -0.399, 0.358], [-0.175, 0.025, -0.051], [-0.005, 0.041, -0.037], [0.017, -0.022, -0.087], [0.048, 0.026, 0.107], [0.073, -0.024, 0.023], [-0.069, 0.020, -0.055], [-0.181, -0.019, -0.138], [0.157, 0.045, 0.059], [0.207, 0.409, -0.503], [0.036, -0.264, 0.135], [0.044, -0.109, -0.288], [-0.129, 0.369, 0.141], [-0.320, -0.472, 0.151], [-0.093, -0.091, 0.044], [0.109, 0.053, 0.006], [0.197, 0.133, 0.235], [-0.021, 0.054, 0.058], [-0.088, 0.014, -0.066], [0.005, 0.031, 0.112], [0.091, -0.015, -0.081], [0.084, -0.030, -0.008], [-0.100, 0.006, -0.014], [-0.157, 0.099, 0.075], [0.064, -0.047, -0.036], [0.007, -0.009, -0.031], [-0.020, 0.001, 0.014], [-0.010, 0.032, 0.006], [-0.018, 0.014, -0.014], [0.048, 0.041, 0.035], [0.113, 0.031, -0.064], [0.010, 0.023, 0.019], [0.002, -0.005, 0.004], [-0.051, -0.015, -0.001], [0.034, -0.002, 0.063], [0.030, 0.016, 0.028], [0.006, 0.018, 0.019], [0.009, -0.006, 0.010], [-0.014, 0.008, -0.026], [-0.019, -0.028, 0.011], [0.016, 0.013, 0.010], [0.014, -0.023, 0.009], [-0.012, -0.032, 0.016], [0.022, 0.009, 0.009], [0.023, -0.014, 0.020], [-0.029, 0.024, 0.007], [0.011, -0.015, 0.021], [0.028, -0.001, -0.006], [0.016, -0.023, 0.012], [-0.010, 0.008, 0.004], [-0.022, -0.001, -0.009], [-0.040, -0.004, -0.043], [0.010, -0.060, -0.028], [0.060, -0.031, -0.030], [0.057, -0.010, 0.044], [0.024, 0.032, -0.021], [0.004, -0.008, -0.014], [0.017, 0.001, 0.028], [-0.010, -0.021, 0.006], [0.013, -0.013, -0.005], [0.027, -0.038, -0.024], [-0.258, 0.207, -0.324], [0.038, -0.362, 0.304], [-0.259, 0.127, 0.187], [0.604, 0.556, -0.397], [-0.388, -0.244, -0.087], [0.127, 0.126, 0.161], [0.313, -0.146, -0.088], [-0.216, 0.320, 0.513], [-0.061, -0.675, -0.438], [0.233, -0.152, -0.249], [-0.114, 0.226, 0.061], [-0.256, 0.075, -0.215], [0.007, -0.056, 0.201], [0.017, -0.003, 0.028], [0.039, 0.074, -0.012], [0.021, -0.044, -0.046], [0.061, -0.132, -0.023], [-0.055, 0.169, -0.053], [0.051, 0.082, -0.015], [-0.040, 0.032, -0.088], [-0.053, 0.045, -0.069], [0.635, -0.436, 0.440], [-0.390, -0.076, -0.266], [-0.063, 0.122, 0.168], [-0.166, -0.024, -0.518], [-0.264, -0.288, 1.056], [0.285, 0.112, 0.082], [0.131, 0.226, -0.128], [0.163, -0.006, 0.023], [0.050, 0.034, -0.204], [0.031, 0.068, -0.126], [-0.105, 0.025, -0.087], [-0.021, 0.046, 0.021], [0.412, -0.350, -0.118], [-0.661, 0.469, 0.160], [0.344, -0.015, -0.154], [-0.192, 0.122, 0.076], [0.333, -0.221, -0.082], [-0.171, 0.206, 0.067], [0.186, -0.303, 0.027], [-0.052, 0.136, 0.111], [-0.316, 0.042, 0.161], [0.100, -0.228, 0.102], [-0.005, 0.069, 0.057], [0.085, 0.223, -0.171], [-0.047, -0.004, 0.004], [-0.025, 0.005, -0.016], [0.027, -0.003, -0.020], [-0.020, 0.057, -0.011], [0.070, -0.026, -0.008], [-0.039, 0.025, 0.043], [-0.043, -0.040, -0.077]],
  "lowdin_charge": [1.10, -0.11, -0.10, -0.29, -0.02, -0.04, -0.18, -0.02, -0.02, -0.11, -0.27, -0.02, 0.00, -0.25, 0.06, -0.07, -0.25, -0.01, -0.03, -0.23, -0.25, -0.13, 0.00, 0.01, -0.29, -0.10, -0.11, -0.01, -0.01, -0.22, 0.05, -0.24, -0.07, -0.20, 0.00, 0.00, -0.29, -0.10, -0.12, -0.03, -0.02, -0.24, -0.02, -0.01, -0.25, 0.05, -0.02, -0.04, 0.07, -0.20, 0.00, 0.01, -0.29, -0.10, -0.11, -0.03, -0.02, 0.08, 0.09, 0.09, 0.11, 0.11, 0.10, 0.10, 0.09, 0.11, 0.10, 0.10, 0.13, 0.11, 0.08, 0.08, 0.10, 0.10, 0.11, 0.12, 0.11, 0.08, 0.09, 0.09, 0.09, 0.12, 0.11, 0.11, 0.10, 0.09, 0.10, 0.12, 0.08, 0.08, 0.10, 0.10, 0.12, 0.09, -0.46, 0.10, -0.25, -0.08, -0.11, -0.03, -0.22, 0.08, -0.37, 0.02, -0.04, 0.12, 0.09, 0.09, 0.10, 0.09, 0.11, -0.65, 0.12, 0.12, 0.57, -0.27, -0.29, -0.29, 0.61, -0.29, -0.26, -0.64, 0.12, 0.12, 0.11, 0.13, -0.20, -0.24, -0.03, 0.00, -0.15, 0.03, -0.01, 0.02, -0.03, -0.09, 0.04, -0.12, 0.12, 0.10, 0.12, 0.12, 0.12, 0.11, 0.12]
}



[4]
{
  "formula": "C4H14N4",
  "method": "ωB97M-V/def2-TZVPD",
  "e_above_lowest_ev": 3.1902,
  "smiles": "[H]/N=C\\C.CN(C)NN",
  "orbital_gap_ev": 8.9383,
  "charge": 0,
  "homo_energy_ev": -8.01,
  "molar_mass_g_mol": 118.18,
  "total_energy_ev": -10332.6143,
  "e_lumo_ha": 0.0342,
  "species": ["H", "N", "C", "C", "H", "H", "H", "H", "C", "N", "C", "N", "N", "H", "H", "H", "H", "H", "H", "H", "H", "H"],
  "coordinates": [[2.211, 0.779, 1.367], [2.161, 0.124, 0.586], [1.550, 0.587, -0.436], [1.202, 2.022, -0.687], [1.606, -0.028, -1.333], [1.908, 2.450, -1.402], [0.211, 2.086, -1.129], [1.213, 2.602, 0.236], [-1.314, 0.120, 1.130], [-0.706, -0.413, -0.076], [-1.582, -0.264, -1.220], [-0.517, -1.943, 0.148], [0.526, -2.246, 1.005], [-2.251, -0.389, 1.380], [-1.517, 1.180, 0.996], [-0.614, 0.002, 1.956], [-1.833, 0.789, -1.351], [-2.516, -0.828, -1.105], [-1.066, -0.614, -2.115], [-0.224, -2.249, -0.782], [1.351, -1.609, 0.866], [0.201, -2.162, 1.965]],
  "atomic_forces_ev_per_a": [[-0.102, 0.182, -0.171], [-0.195, 0.104, -0.301], [1.959, 0.378, 0.312], [-0.433, -0.184, 0.211], [-0.489, -0.230, 0.033], [0.011, -0.050, 0.073], [-0.152, 0.104, -0.099], [0.053, 0.022, -0.017], [0.112, -0.275, -0.178], [-0.127, -1.145, 0.265], [-0.017, -0.268, 0.195], [-0.865, 1.414, -0.957], [1.165, 0.632, 0.412], [-0.067, -0.068, 0.035], [0.060, 0.097, -0.032], [0.007, 0.056, 0.102], [0.052, 0.014, -0.011], [-0.047, -0.044, -0.029], [-0.027, 0.007, -0.100], [-0.082, 0.078, 0.247], [-0.872, -0.708, 0.249], [0.056, -0.115, -0.240]],
  "lowdin_charge": [0.05, 0.04, -0.33, -0.07, 0.10, 0.08, 0.06, 0.08, -0.11, -0.30, -0.12, -0.09, -0.03, 0.08, 0.08, 0.07, 0.08, 0.08, 0.08, 0.09, 0.04, 0.06]
}